[1]
One molecule with the formula C17H20BrN3O3S. Source: the OMol25 dataset; level of theory: wB97M-V/def2-TZVPD.

Calculated values
E_LUMO in eV: -0.01
Charge: 0
Kohn-Sham gap in eV: 8.32
SMILES: O=C(CCCn1c(=S)[nH]c2ccc(Br)cc2c1=O)NC[C@H]1CCCO1
HOMO in eV: -8.331

Last column: Löwdin charge in e.
Positions of all 45 atoms, in Å:
O (0.6660, -0.0057, 1.2842)  0.06
C (0.3290, 1.1486, 1.0916)  -0.50
C (-0.0461, 2.1176, 2.2040)  -0.09
C (-0.5364, 1.4046, 3.4642)  -0.16
C (-1.9492, 0.8386, 3.3052)  -0.17
N (-1.9844, -0.1846, 2.2716)  0.00
C (-1.4949, -1.4242, 2.5804)  -0.78
S (-1.1258, -1.9044, 4.1085)  0.71
N (-1.3493, -2.3172, 1.5641)  0.09
C (-1.6101, -2.0365, 0.2544)  -0.18
C (-1.3504, -2.9546, -0.7662)  0.00
C (-1.6433, -2.6312, -2.0727)  -0.11
C (-2.2039, -1.3924, -2.3717)  -0.68
Br (-2.5990, -0.9638, -4.1803)  0.74
C (-2.4651, -0.4712, -1.3795)  -0.06
C (-2.1654, -0.7901, -0.0586)  -0.07
C (-2.3525, 0.2138, 0.9954)  -0.38
O (-2.7768, 1.3313, 0.7823)  0.09
N (0.2723, 1.6869, -0.1446)  0.09
C (0.6271, 0.9603, -1.3388)  -0.11
C (2.0201, 1.3507, -1.8760)  -0.31
C (3.1493, 0.7509, -1.0322)  -0.12
C (3.3989, -0.5799, -1.7387)  -0.15
C (3.1299, -0.2126, -3.1973)  -0.19
O (2.1731, 0.8368, -3.1878)  -0.10
H (0.8554, 2.6887, 2.4430)  0.13
H (-0.8071, 2.8107, 1.8423)  0.12
H (0.1509, 0.5905, 3.7013)  0.09
H (-0.5450, 2.1036, 4.3009)  0.12
H (-2.6473, 1.6215, 3.0032)  0.13
H (-2.2776, 0.3879, 4.2437)  0.09
H (-0.9262, -3.2008, 1.8182)  0.14
H (-0.9152, -3.9125, -0.5256)  0.12
H (-1.4398, -3.3333, -2.8665)  0.10
H (-2.8932, 0.4957, -1.5952)  0.12
H (-0.0088, 2.6478, -0.2541)  0.15
H (-0.1104, 1.1551, -2.1215)  0.13
H (0.6155, -0.1036, -1.0921)  0.12
H (2.0778, 2.4461, -1.9323)  0.15
H (2.8563, 0.6266, 0.0070)  0.11
H (4.0367, 1.3825, -1.0832)  0.12
H (4.4069, -0.9583, -1.5885)  0.11
H (2.6861, -1.3288, -1.3930)  0.11
H (2.7266, -1.0415, -3.7847)  0.12
H (4.0450, 0.1506, -3.6842)  0.12



[2]
A 14-piece molecular cluster, C66H156N4O14 overall. Source: the OMol25 dataset; level of theory: wB97M-V/def2-TZVPD.

Calculated values
E_LUMO (spin up / spin down) in eV: -2.34 / -6.51
Charge: +1
Kohn-Sham gap (spin up / spin down) in eV: 7.28 / 3.11
⟨S²⟩: 0.75
HOMO (spin up / spin down) in eV: -9.617 / -9.617
Multiplicity: 2

Last column: Löwdin charge in e.
Positions of all 240 atoms, in Å:
C (-23.5362, 1.8733, 8.9851)  -0.01
C (-23.8390, 0.8623, 7.8673)  -0.42
C (-25.4153, 0.5956, 7.9041)  -0.09
C (-25.9665, 0.1808, 6.5374)  -0.19
C (-25.6071, 1.1279, 5.4223)  -0.14
C (-24.0822, 1.2535, 5.2664)  -0.42
N (-23.4125, 1.4859, 6.6058)  0.10
O (-22.1024, 1.9818, 6.5426)  0.12
C (-23.5576, -0.0486, 4.5212)  0.02
C (-23.8682, 2.4098, 4.3084)  -0.03
C (-23.0730, -0.4955, 8.0150)  0.02
H (-23.9117, 1.4382, 9.9113)  0.11
H (-23.9379, 2.8791, 8.8621)  0.10
H (-22.4783, 2.1088, 9.1005)  0.09
H (-25.6876, -0.2151, 8.5799)  0.13
H (-25.9830, 1.4519, 8.2682)  0.12
H (-27.0564, 0.1975, 6.5266)  0.11
H (-25.6411, -0.8356, 6.3160)  0.11
H (-25.8994, 2.1249, 5.7518)  0.13
H (-26.1356, 0.8634, 4.5064)  0.13
H (-23.9053, -1.0354, 4.8266)  0.09
H (-23.7941, 0.0140, 3.4590)  0.09
H (-22.4701, 0.0059, 4.5708)  0.09
H (-23.9253, 3.3955, 4.7702)  0.10
H (-22.8765, 2.3902, 3.8566)  0.09
H (-24.4833, 2.4162, 3.4086)  0.09
H (-22.0018, -0.3600, 8.1640)  0.09
H (-23.1876, -1.0592, 7.0892)  0.08
H (-23.3441, -1.1647, 8.8316)  0.11
H (-21.6661, 1.1634, 6.2948)  0.13
C (-29.4664, 8.0598, -6.3328)  -0.02
C (-28.0902, 8.4758, -5.8628)  -0.48
C (-27.6206, 9.7469, -6.6389)  -0.14
C (-28.1514, 11.0805, -6.2241)  -0.18
C (-27.9373, 11.2248, -4.7363)  -0.14
C (-28.5397, 10.0812, -3.8416)  -0.51
N (-28.1478, 8.7991, -4.4167)  -0.10
O (-28.3004, 7.6731, -3.5664)  -0.01
C (-27.9526, 10.2647, -2.4583)  -0.03
C (-30.0735, 10.3129, -3.7909)  -0.02
C (-27.0480, 7.4080, -6.1517)  -0.04
H (-29.4458, 7.4402, -7.2293)  0.08
H (-30.0977, 8.9458, -6.3990)  0.07
H (-29.9144, 7.3822, -5.6059)  0.08
H (-26.5316, 9.7403, -6.5943)  0.11
H (-27.8486, 9.6186, -7.6970)  0.13
H (-29.2287, 11.1055, -6.3882)  0.11
H (-27.7059, 11.9012, -6.7863)  0.12
H (-28.3326, 12.1874, -4.4120)  0.12
H (-26.8697, 11.2789, -4.5230)  0.12
H (-28.5665, 9.7257, -1.7366)  0.08
H (-26.9240, 9.9049, -2.4323)  0.07
H (-28.0189, 11.3211, -2.1981)  0.09
H (-30.5242, 9.6629, -3.0408)  0.08
H (-30.3118, 11.3507, -3.5582)  0.09
H (-30.4789, 10.1982, -4.7962)  0.06
H (-26.8867, 7.3636, -7.2288)  0.08
H (-27.2588, 6.4038, -5.7838)  0.08
H (-26.0505, 7.6229, -5.7685)  0.07
H (-29.2465, 7.5103, -3.5610)  0.09
C (-26.3945, 3.6723, -1.7837)  -0.02
C (-25.0575, 2.8867, -1.7554)  -0.39
C (-25.4843, 1.3585, -1.8424)  -0.14
C (-25.8044, 0.9011, -3.2264)  -0.18
C (-24.7042, 1.2940, -4.2100)  -0.11
C (-24.2749, 2.7885, -4.2559)  -0.44
N (-24.1568, 3.3364, -2.8822)  -0.11
O (-23.7203, 4.6443, -2.7643)  -0.01
C (-22.9170, 2.9076, -4.9921)  -0.02
C (-25.3039, 3.5860, -5.0739)  -0.03
C (-24.4131, 3.0734, -0.3158)  -0.01
H (-26.2590, 4.7128, -1.4883)  0.07
H (-27.1920, 3.2029, -1.2078)  0.07
H (-26.7594, 3.7873, -2.8044)  0.07
H (-24.5606, 0.8748, -1.5247)  0.10
H (-26.3642, 1.1418, -1.2367)  0.11
H (-26.7645, 1.3120, -3.5385)  0.11
H (-25.9756, -0.1753, -3.2160)  0.10
H (-24.8621, 0.8917, -5.2107)  0.10
H (-23.7767, 0.7782, -3.9614)  0.10
H (-22.7814, 2.3453, -5.9159)  0.07
H (-22.6844, 3.9269, -5.3004)  0.08
H (-22.0739, 2.6031, -4.3720)  0.07
H (-25.3322, 4.6690, -4.9540)  0.07
H (-25.1483, 3.4354, -6.1421)  0.07
H (-26.3501, 3.3142, -4.9338)  0.07
H (-23.3973, 2.6802, -0.2749)  0.05
H (-24.9044, 2.6014, 0.5352)  0.06
H (-24.3477, 4.1347, -0.0762)  0.07
H (-24.4937, 5.1376, -3.0473)  0.05
C (-31.1278, -0.5833, 3.3502)  -0.03
C (-29.6017, -0.4467, 3.3138)  -0.47
C (-29.0158, -1.0710, 2.0574)  -0.14
C (-29.2052, -0.2429, 0.7727)  -0.15
C (-28.5683, 1.1516, 1.0008)  -0.15
C (-29.0782, 1.8728, 2.2571)  -0.45
N (-29.0450, 0.9700, 3.4639)  -0.11
O (-29.4957, 1.5940, 4.5995)  -0.01
C (-28.0664, 3.0612, 2.4261)  -0.03
C (-30.4754, 2.5317, 2.0589)  -0.03
C (-29.0353, -1.2388, 4.5074)  -0.05
H (-31.6435, -0.4004, 2.4075)  0.08
H (-31.5910, -0.0120, 4.1547)  0.09
H (-31.3878, -1.6113, 3.6025)  0.08
H (-27.9559, -1.2988, 2.1705)  0.09
H (-29.5372, -2.0105, 1.8747)  0.13
H (-30.2669, -0.1164, 0.5609)  0.10
H (-28.7794, -0.7224, -0.1087)  0.11
H (-28.7727, 1.7169, 0.0916)  0.11
H (-27.4828, 1.0575, 1.0301)  0.09
H (-28.4515, 3.8547, 3.0666)  0.08
H (-27.0624, 2.7276, 2.6884)  0.06
H (-27.8730, 3.4446, 1.4242)  0.07
H (-30.8874, 2.8594, 3.0134)  0.08
H (-30.6440, 3.2917, 1.2960)  0.09
H (-31.2338, 1.8057, 1.7660)  0.06
H (-29.3267, -2.2887, 4.5379)  0.09
H (-29.5520, -1.0234, 5.4426)  0.08
H (-27.9589, -1.1619, 4.6612)  0.07
H (-28.7434, 1.5979, 5.1959)  0.09
C (-20.9913, 7.0570, 2.5198)  -0.05
C (-21.6084, 6.0968, 1.4532)  -0.48
C (-21.8456, 6.8538, 0.1369)  -0.06
O (-20.5459, 5.2646, 1.1306)  -0.07
H (-20.5707, 6.4791, 3.3427)  0.07
H (-21.6863, 7.6573, 3.1070)  0.06
H (-20.3775, 7.7779, 1.9797)  0.08
H (-22.5146, 5.5956, 1.7932)  0.13
H (-20.8951, 7.0650, -0.3531)  0.10
H (-22.3593, 7.7979, 0.3178)  0.07
H (-22.4588, 6.2470, -0.5293)  0.05
H (-20.9264, 4.6884, 0.4637)  0.03
C (-25.5345, -0.5974, -10.4123)  -0.06
C (-24.6200, -0.3137, -9.2907)  -0.50
C (-25.1087, 0.7658, -8.3868)  -0.06
O (-24.4914, -1.5002, -8.5203)  -0.06
H (-25.2112, -1.5064, -10.9196)  0.09
H (-25.6639, 0.1474, -11.1975)  0.09
H (-26.5370, -0.7738, -10.0226)  0.07
H (-23.6435, -0.1708, -9.7536)  0.14
H (-26.1432, 0.6484, -8.0643)  0.05
H (-25.0241, 1.7056, -8.9326)  0.08
H (-24.5682, 0.8111, -7.4414)  0.07
H (-25.3716, -1.8352, -8.3343)  0.02
C (-22.0549, -1.8999, -4.0380)  -0.04
C (-23.1046, -2.8508, -3.4547)  -0.42
C (-23.6433, -3.8678, -4.4912)  -0.03
O (-22.4407, -3.5119, -2.3412)  -0.08
H (-21.2712, -2.4437, -4.5655)  0.09
H (-21.5740, -1.3959, -3.1996)  0.06
H (-22.4524, -1.0995, -4.6621)  0.07
H (-23.9225, -2.2929, -2.9988)  0.12
H (-22.8214, -4.4965, -4.8338)  0.09
H (-24.3026, -3.4476, -5.2507)  0.06
H (-24.4092, -4.4933, -4.0327)  0.08
H (-21.9157, -4.2234, -2.7152)  0.10
C (-25.5303, -1.7097, 0.9430)  -0.05
C (-24.4464, -2.0248, -0.0806)  -0.52
C (-23.1846, -1.1896, 0.0839)  -0.05
O (-24.1227, -3.3829, -0.1639)  -0.03
H (-25.2392, -1.7921, 1.9902)  0.07
H (-26.3819, -2.3256, 0.6538)  0.09
H (-25.8308, -0.6639, 0.8786)  0.06
H (-24.9058, -1.7124, -1.0184)  0.11
H (-22.6167, -1.6190, 0.9093)  0.08
H (-23.4127, -0.1653, 0.3787)  0.06
H (-22.5274, -1.2233, -0.7850)  0.07
H (-23.5344, -3.5192, -0.9101)  0.04
C (-24.1299, 8.9276, -3.2032)  -0.04
C (-24.3669, 7.5986, -2.5260)  -0.42
C (-24.9945, 7.7536, -1.0969)  -0.03
O (-25.2528, 6.8497, -3.4175)  -0.09
H (-25.0723, 9.2148, -3.6696)  0.07
H (-23.3370, 8.9377, -3.9511)  0.06
H (-23.8005, 9.6660, -2.4721)  0.09
H (-23.4296, 7.0598, -2.3869)  0.11
H (-24.5366, 8.5401, -0.4971)  0.08
H (-24.9082, 6.7638, -0.6486)  0.05
H (-26.0803, 7.8353, -1.1476)  0.07
H (-26.0698, 7.3528, -3.4510)  0.05
C (-21.5150, 4.8338, -8.8446)  -0.04
C (-22.7907, 4.0552, -8.7174)  -0.50
C (-24.0427, 4.8419, -9.1153)  -0.05
O (-22.8019, 2.9371, -9.5700)  -0.04
H (-20.7309, 4.2624, -8.3478)  0.08
H (-21.5768, 5.7632, -8.2785)  0.05
H (-21.2018, 5.0170, -9.8724)  0.09
H (-22.8958, 3.7221, -7.6848)  0.10
H (-24.9002, 4.1879, -9.2734)  0.07
H (-23.8867, 5.3762, -10.0525)  0.08
H (-24.4187, 5.5639, -8.3905)  0.06
H (-22.6657, 2.1727, -9.0054)  0.08
C (-19.1264, 3.0773, -1.2467)  -0.03
C (-20.5509, 3.0212, -1.7756)  -0.47
C (-21.2276, 1.6668, -1.7367)  -0.05
O (-21.3189, 3.9689, -1.0665)  -0.08
H (-19.0277, 2.6118, -0.2661)  0.09
H (-18.8258, 4.1232, -1.1848)  0.09
H (-18.4942, 2.5408, -1.9543)  0.08
H (-20.5730, 3.4039, -2.7960)  0.13
H (-22.1531, 1.7066, -2.3112)  0.05
H (-21.4544, 1.3402, -0.7218)  0.07
H (-20.6112, 0.8660, -2.1450)  0.08
H (-22.1305, 4.1052, -1.5607)  0.05
C (-22.8136, 8.5217, -8.6625)  -0.05
C (-23.3898, 8.3918, -7.2468)  -0.48
C (-22.6853, 7.4333, -6.2828)  -0.03
O (-23.2258, 9.7032, -6.7920)  -0.05
H (-23.0827, 7.5990, -9.1767)  0.06
H (-21.7429, 8.7109, -8.7395)  0.09
H (-23.3039, 9.3367, -9.1950)  0.08
H (-24.4239, 8.1091, -7.4435)  0.11
H (-23.0039, 7.4183, -5.2405)  0.05
H (-21.6040, 7.4632, -6.4168)  0.09
H (-22.9534, 6.3871, -6.4303)  0.06
H (-23.3708, 10.2946, -7.5342)  0.08
C (-28.1171, 2.2844, -7.3549)  -0.08
C (-29.2333, 3.2912, -7.1863)  -0.48
C (-29.1606, 4.4196, -8.2610)  -0.04
O (-30.4160, 2.5563, -7.3863)  -0.05
H (-28.2092, 1.5536, -6.5514)  0.08
H (-27.1568, 2.7950, -7.2824)  0.06
H (-28.1671, 1.7397, -8.2977)  0.08
H (-29.1885, 3.6972, -6.1757)  0.14
H (-30.0820, 4.9925, -8.3644)  0.07
H (-28.9388, 3.9186, -9.2033)  0.08
H (-28.4789, 5.2488, -8.0718)  0.05
H (-30.4498, 2.3078, -8.3130)  0.09
C (-26.8563, -1.8511, -6.2661)  -0.04
C (-27.7233, -2.5775, -7.2539)  -0.47
C (-28.9367, -1.8042, -7.8090)  -0.03
O (-26.8957, -2.8374, -8.3515)  -0.06
H (-25.9911, -2.4698, -6.0278)  0.06
H (-27.1888, -1.8646, -5.2281)  0.09
H (-26.5294, -0.8961, -6.6775)  0.07
H (-28.0968, -3.5008, -6.8112)  0.14
H (-29.2098, -2.0872, -8.8256)  0.08
H (-28.8350, -0.7253, -7.6917)  0.06
H (-29.7974, -1.9918, -7.1671)  0.08
H (-27.2450, -3.6469, -8.7312)  0.12



[3]
C17H32N2O5PPd as an isolated structure. Source: the OMol25 dataset; level of theory: wB97M-V/def2-TZVPD.

Calculated values
E_LUMO in eV: -3.83
Charge: +1
Kohn-Sham gap in eV: 7.56
HOMO in eV: -11.385

Last column: Löwdin charge in e.
Positions of all 58 atoms, in Å:
Pd (0.0874, 0.3135, 0.2420)  0.78
C (2.7824, 1.8043, -0.7587)  -0.06
N (1.3642, 2.1000, -0.6226)  -0.32
C (1.1237, 3.1665, 0.3368)  -0.07
C (0.7371, 2.3142, -1.9312)  -0.15
C (0.5787, 0.9715, -2.6136)  -0.24
C (0.7624, 0.7962, -3.9782)  -0.03
C (0.6443, -0.4657, -4.5365)  -0.07
C (0.3471, -1.5558, -3.7417)  -0.08
C (0.1493, -1.3849, -2.3760)  -0.09
C (0.2520, -0.1258, -1.8159)  -0.09
H (3.3413, 2.6928, -1.0846)  0.10
H (2.9149, 1.0059, -1.4915)  0.10
H (3.1810, 1.4749, 0.2021)  0.09
H (1.5963, 4.1075, 0.0220)  0.10
H (1.5354, 2.8752, 1.3070)  0.09
H (0.0483, 3.3272, 0.4421)  0.07
H (1.3321, 3.0019, -2.5468)  0.13
H (-0.2545, 2.7565, -1.7748)  0.13
H (1.0175, 1.6428, -4.5983)  0.12
H (0.7988, -0.6001, -5.5948)  0.11
H (0.2728, -2.5405, -4.1765)  0.11
H (-0.0860, -2.2461, -1.7601)  0.10
C (-5.5289, -1.4233, 2.4499)  -0.07
C (-4.9017, -0.6139, 1.3257)  -0.29
O (-3.7192, 0.0338, 1.7882)  -0.32
P (-2.2916, -0.0421, 1.0021)  0.86
O (-1.9821, 1.5926, 0.9135)  -0.38
C (-2.9610, 2.5657, 0.5566)  -0.29
C (-3.5489, 3.2219, 1.7937)  -0.06
O (-1.2796, -0.3743, 2.2341)  -0.38
C (-1.5021, 0.0447, 3.5908)  -0.26
C (-2.0210, -1.1141, 4.4272)  -0.05
H (-6.4660, -1.8569, 2.1116)  0.08
H (-5.7315, -0.7831, 3.3057)  0.08
H (-4.8619, -2.2266, 2.7540)  0.07
H (-5.5983, 0.1625, 0.9904)  0.12
H (-4.6619, -1.2593, 0.4753)  0.11
H (-3.7500, 2.0964, -0.0364)  0.11
H (-2.4552, 3.3084, -0.0691)  0.11
H (-4.0054, 2.4647, 2.4237)  0.07
H (-4.3052, 3.9410, 1.4957)  0.08
H (-2.7763, 3.7339, 2.3624)  0.08
H (-2.2058, 0.8813, 3.6088)  0.11
H (-0.5319, 0.3853, 3.9666)  0.12
H (-3.0239, -1.3838, 4.1087)  0.06
H (-2.0432, -0.8290, 5.4765)  0.09
H (-1.3756, -1.9835, 4.3154)  0.07
N (2.3325, -3.2363, 2.9562)  0.01
C (2.5379, -1.8066, 3.1458)  -0.13
C (1.7876, -1.0789, 2.0435)  -0.53
O (1.6588, 0.1236, 1.9907)  0.02
O (1.2928, -1.8587, 1.1013)  0.08
H (3.1573, -3.7765, 3.1857)  0.10
H (1.5335, -2.7978, 1.3212)  0.12
H (1.5658, -3.5815, 3.5265)  0.10
H (3.5953, -1.5435, 3.0439)  0.14
H (2.2076, -1.4156, 4.1160)  0.14



Number 2 is which compound? C66H156N4O14



Number 3 is which compound? C17H32N2O5PPd